{"formula": "C58H87F9N3O5SiTi", "method": "ωB97M-V/def2-TZVPD", "symbols": ["Ti", "C", "C", "C", "C", "C", "C", "C", "C", "N", "C", "C", "N", "C", "C", "N", "C", "C", "C", "C", "C", "C", "C", "C", "C", "O", "C", "C", "C", "C", "C", "C", "C", "C", "C", "C", "C", "C", "C", "C", "C", "O", "C", "C", "C", "C", "C", "C", "C", "C", "C", "O", "C", "C", "C", "C", "C", "C", "H", "H", "H", "H", "H", "H", "H", "H", "H", "H", "H", "H", "H", "H", "H", "H", "H", "H", "H", "H", "H", "H", "H", "H", "H", "H", "H", "H", "H", "H", "H", "H", "H", "H", "H", "H", "H", "H", "H", "H", "H", "H", "H", "H", "H", "H", "H", "H", "H", "H", "H", "H", "H", "H", "H", "H", "H", "H", "H", "H", "H", "H", "H", "H", "H", "H", "H", "H", "H", "H", "H", "H", "H", "H", "H", "H", "H", "H", "C", "Si", "C", "C", "O", "H", "H", "H", "H", "H", "H", "H", "H", "H", "F", "C", "F", "F", "C", "O", "C", "F", "F", "F", "C", "F", "F", "F"], "coordinates": [[-0.183, -0.262, -0.318], [-5.256, 1.518, 5.957], [-3.859, 0.887, 6.045], [-3.037, 1.680, 7.064], [-3.980, -0.560, 6.551], [-3.204, 0.875, 4.669], [-2.024, 1.519, 4.364], [-1.452, 1.439, 3.104], [-0.349, 2.422, 2.835], [0.949, 1.966, 2.371], [1.408, 0.667, 2.784], [2.537, 0.129, 1.901], [2.241, -0.055, 0.454], [3.037, 0.841, -0.444], [3.139, 2.337, -0.174], [1.906, 3.019, 0.080], [1.873, 3.877, 1.220], [1.907, 3.044, 2.512], [0.754, 2.739, -0.731], [1.009, 3.083, -2.181], [1.165, 4.425, -2.475], [1.560, 4.863, -3.732], [1.855, 3.863, -4.659], [1.756, 2.502, -4.402], [1.248, 2.053, -3.135], [0.985, 0.828, -2.837], [2.166, 1.501, -5.491], [3.063, 0.401, -4.900], [0.890, 0.883, -6.080], [2.963, 2.148, -6.632], [1.740, 6.351, -4.013], [0.446, 7.108, -3.674], [2.096, 6.635, -5.474], [2.883, 6.898, -3.138], [2.749, -1.389, 0.061], [2.142, -2.594, 0.730], [2.957, -3.715, 0.785], [2.521, -4.901, 1.346], [1.304, -4.845, 2.012], [0.487, -3.721, 2.068], [0.836, -2.602, 1.262], [0.008, -1.584, 1.009], [-0.691, -3.816, 3.052], [-0.183, -4.395, 4.391], [-1.312, -2.465, 3.393], [-1.777, -4.744, 2.490], [3.308, -6.204, 1.283], [3.616, -6.708, 2.701], [4.630, -6.039, 0.528], [2.466, -7.250, 0.535], [-1.981, 0.617, 2.081], [-1.269, 0.545, 0.945], [-3.243, -0.002, 2.360], [-3.792, 0.181, 3.624], [-4.158, -0.806, 1.414], [-3.422, -1.594, 0.343], [-5.127, 0.178, 0.742], [-4.991, -1.849, 2.185], [-5.732, 1.526, 6.941], [-5.902, 0.966, 5.273], [-5.184, 2.547, 5.598], [-3.504, 1.608, 8.048], [-2.984, 2.736, 6.791], [-2.023, 1.283, 7.141], [-4.435, -0.584, 7.545], [-2.991, -1.018, 6.611], [-4.593, -1.163, 5.881], [-1.525, 2.132, 5.106], [-0.217, 2.998, 3.765], [-0.719, 3.130, 2.080], [0.572, -0.024, 2.714], [1.779, 0.650, 3.827], [2.785, -0.844, 2.329], [3.432, 0.750, 1.997], [2.609, 0.700, -1.436], [4.076, 0.480, -0.474], [3.645, 2.744, -1.065], [3.803, 2.524, 0.674], [0.959, 4.474, 1.194], [2.722, 4.574, 1.195], [1.684, 3.678, 3.385], [2.908, 2.637, 2.665], [-0.080, 3.324, -0.340], [0.445, 1.660, -0.653], [0.986, 5.140, -1.674], [2.184, 4.170, -5.641], [3.310, -0.341, -5.666], [2.555, -0.090, -4.076], [3.993, 0.839, -4.525], [0.333, 0.387, -5.286], [1.131, 0.155, -6.861], [0.257, 1.666, -6.505], [3.819, 2.707, -6.247], [2.346, 2.816, -7.237], [3.336, 1.360, -7.291], [-0.388, 6.707, -4.253], [0.550, 8.174, -3.895], [0.202, 7.004, -2.616], [1.311, 6.291, -6.150], [3.033, 6.150, -5.751], [2.221, 7.712, -5.613], [2.639, 6.817, -2.078], [3.078, 7.951, -3.367], [3.797, 6.329, -3.319], [3.824, -1.418, 0.288], [2.656, -1.461, -1.017], [3.940, -3.634, 0.336], [0.973, -5.727, 2.547], [0.741, -3.897, 4.691], [0.005, -5.469, 4.349], [-0.933, -4.224, 5.168], [-0.597, -1.840, 3.936], [-2.190, -2.606, 4.029], [-1.611, -1.933, 2.504], [-1.353, -5.702, 2.183], [-2.256, -4.295, 1.618], [-2.542, -4.936, 3.248], [4.137, -5.936, 3.271], [4.251, -7.597, 2.661], [2.701, -6.965, 3.235], [5.275, -5.304, 1.013], [4.451, -5.726, -0.502], [5.162, -6.992, 0.509], [1.526, -7.450, 1.052], [3.017, -8.189, 0.442], [2.224, -6.886, -0.465], [-4.760, -0.260, 3.816], [-2.847, -0.946, -0.296], [-4.148, -2.124, -0.275], [-2.761, -2.328, 0.797], [-4.586, 0.859, 0.085], [-5.658, 0.768, 1.492], [-5.862, -0.369, 0.144], [-4.364, -2.432, 2.863], [-5.446, -2.531, 1.464], [-5.804, -1.400, 2.758], [-3.900, 0.282, -2.896], [-2.396, 1.286, -2.315], [-1.674, 2.146, -3.832], [-2.970, 2.658, -1.116], [-1.360, 0.301, -1.554], [-4.753, 0.929, -3.113], [-4.211, -0.449, -2.148], [-3.649, -0.266, -3.807], [-2.443, 2.314, -4.591], [-0.888, 1.530, -4.270], [-1.222, 3.106, -3.578], [-4.044, 2.842, -1.190], [-2.457, 3.595, -1.345], [-2.735, 2.393, -0.082], [-1.187, -4.499, -2.840], [-1.082, -3.337, -2.170], [-1.120, -3.643, -0.868], [-2.169, -2.615, -2.464], [0.226, -2.540, -2.485], [0.494, -1.586, -1.563], [1.383, -3.603, -2.516], [1.368, -4.371, -3.622], [2.580, -3.003, -2.466], [1.299, -4.435, -1.466], [0.087, -1.974, -3.942], [-0.468, -2.895, -4.773], [-0.694, -0.905, -3.987], [1.287, -1.663, -4.448]], "homo_ha": -0.1476, "charge": -1, "molar_mass_g_mol": 1153.3, "homo_lumo_gap_ev": 6.089}